P.
Computed, not measured: a cluster of 2 separate species, C6H14N2O2 in total, with ωB97M-V with the def2-TZVPD basis set.

## Properties
**Orbital gap**: 9.642 eV
**Highest occupied orbital energy**: -9.058 eV
**SMILES string**: CNC(C)=O.CNC(C)=O
**2S+1**: 1

Each atom is followed by the atoms it is bonded to, with distances in Å.
Element x y z (Å)
1 C -1.75948 -1.77133 -0.86131  N2 1.445, H6 1.131, H7 1.080, H8 1.067
2 N -2.59471 -0.64644 -0.50592  C1 1.445, C3 1.390, H9 0.962
3 C -2.13257 0.40519 0.27743  N2 1.390, C4 1.443, O5 1.218
4 C -2.91881 1.61429 0.30587  C3 1.443, H10 1.023, H11 1.095, H12 1.031
5 O -0.97907 0.40438 0.66707  C3 1.218
6 H -0.63255 -1.67399 -0.87503  C1 1.131
7 H -1.94769 -2.67318 -0.29753  C1 1.080
8 H -2.10271 -1.76177 -1.87122  C1 1.067
9 H -3.54397 -0.77380 -0.59358  N2 0.962
10 H -3.43743 1.81967 1.16311  C4 1.023
11 H -2.36253 2.55711 0.28053  C4 1.095
12 H -3.55041 1.56374 -0.50755  C4 1.031
13 C 2.06394 -1.00313 1.68626  N14 1.478, H18 1.172, H19 1.102, H20 1.086
14 N 2.09726 -0.41540 0.33048  C13 1.478, C15 1.432, H21 1.006
15 C 3.00609 0.63713 -0.01279  N14 1.432, C16 1.450, O17 1.241
16 C 2.62377 1.06834 -1.34374  C15 1.450, H22 1.030, H23 1.073, H24 1.128
17 O 3.90986 0.95753 0.77459  C15 1.241
18 H 1.15636 -0.53595 2.26120  C13 1.172
19 H 1.95269 -2.09333 1.57486  C13 1.102
20 H 2.73614 -0.86082 2.52677  C13 1.086
21 H 1.13678 -0.32777 0.04369  N14 1.006
22 H 3.09497 0.52240 -2.07909  C16 1.030
23 H 1.62269 0.79252 -1.61450  C16 1.073
24 H 2.56136 2.19460 -1.32959  C16 1.128

Q.
Computed, not measured: a cluster of 2 separate species, C6H14N2O2 in total, with ωB97M-V with the def2-TZVPD basis set.

## Properties
**Orbital gap**: 9.540 eV
**Highest occupied orbital energy**: -9.011 eV
**SMILES string**: CNC(C)=O.CNC(C)=O
**2S+1**: 1

Each atom is followed by the atoms it is bonded to, with distances in Å.
Element x y z (Å)
1 C 0.60832 1.28480 2.54638  N2 1.460, H6 1.080, H7 1.080, H8 1.096
2 N 0.20772 1.52286 1.16326  C1 1.460, C3 1.347, H9 1.008
3 C -0.63364 2.52351 0.83954  N2 1.347, C4 1.518, O5 1.221
4 C -1.32924 2.42269 -0.50577  C3 1.518, H10 1.099, H11 1.081, H12 1.087
5 O -0.89252 3.44723 1.59442  C3 1.221
6 H 1.39659 0.54710 2.51519  C1 1.080
7 H 0.93878 2.22561 2.96088  C1 1.080
8 H -0.17117 0.72381 3.07510  C1 1.096
9 H 0.26988 0.74920 0.52088  N2 1.008
10 H -1.32596 1.41983 -0.95441  C4 1.099
11 H -2.35824 2.70518 -0.33023  C4 1.081
12 H -0.84574 3.04782 -1.25271  C4 1.087
13 C -1.50042 -2.08737 -0.58364  N14 1.458, H18 1.093, H19 1.092, H20 1.082
14 N -0.23004 -2.01496 -1.29581  C13 1.458, C15 1.361, H21 1.006
15 C 0.90726 -1.59770 -0.67578  N14 1.361, C16 1.505, O17 1.220
16 C 2.15109 -1.75444 -1.50920  C15 1.505, H22 1.090, H23 1.092, H24 1.096
17 O 0.89197 -1.16338 0.46421  C15 1.220
18 H -2.11752 -1.20196 -0.75919  C13 1.093
19 H -2.02571 -2.97587 -0.94019  C13 1.092
20 H -1.29946 -2.20389 0.47315  C13 1.082
21 H -0.15483 -2.30975 -2.25429  N14 1.006
22 H 2.52236 -2.77809 -1.45403  C16 1.090
23 H 2.02206 -1.38835 -2.52948  C16 1.092
24 H 2.96843 -1.14387 -1.10830  C16 1.096

Which is the most stable structure? Q is the most stable.

P.
Computed, not measured: a cluster of 2 separate species, C6H14N2O2 in total, with ωB97M-V with the def2-TZVPD basis set.

## Properties
**Orbital gap**: 9.799 eV
**Highest occupied orbital energy**: -9.196 eV
**SMILES string**: CNC(C)=O.CNC(C)=O
**2S+1**: 1

Each atom is followed by the atoms it is bonded to, with distances in Å.
Element x y z (Å)
1 C 1.75601 1.61268 -1.91680  N2 1.556, H6 1.021, H7 1.149, H8 1.128
2 N 0.58466 2.43901 -1.31282  C1 1.556, C3 1.398, H9 0.986
3 C 0.23237 2.03034 -0.02346  N2 1.398, C4 1.570, O5 1.217
4 C -1.12651 2.76431 0.25800  C3 1.570, H10 1.053, H11 1.058, H12 0.997
5 O 0.72123 1.13328 0.63857  C3 1.217
6 H 1.76024 0.69855 -1.46141  C1 1.021
7 H 1.42124 1.41178 -2.99789  C1 1.149
8 H 2.70695 2.21363 -1.83891  C1 1.128
9 H 0.39426 3.28320 -1.78554  N2 0.986
10 H -0.92149 3.79453 0.18909  C4 1.053
11 H -1.79773 2.66599 -0.55447  C4 1.058
12 H -1.62293 2.55967 1.09862  C4 0.997
13 C 0.63353 -2.72385 -0.63894  N14 1.455, H18 1.053, H19 1.157, H20 1.121
14 N -0.22275 -1.93519 0.23452  C13 1.455, C15 1.423, H21 0.966
15 C -0.31979 -2.49530 1.53952  N14 1.423, C16 1.466, O17 1.205
16 C -1.47434 -1.85415 2.17710  C15 1.466, H22 1.144, H23 1.135, H24 1.037
17 O 0.38309 -3.36499 1.98771  C15 1.205
18 H 1.42397 -3.19411 -0.12682  C13 1.053
19 H -0.12949 -3.25382 -1.32879  C13 1.157
20 H 1.14684 -2.04742 -1.37106  C13 1.121
21 H -0.16965 -0.97279 0.17817  N14 0.966
22 H -2.45879 -1.70039 1.61533  C16 1.144
23 H -1.09993 -0.80079 2.37555  C16 1.135
24 H -1.82101 -2.26415 3.06471  C16 1.037

Q.
Computed, not measured: a cluster of 2 separate species, C6H14N2O2 in total, with ωB97M-V with the def2-TZVPD basis set.

## Properties
**Orbital gap**: 9.811 eV
**Highest occupied orbital energy**: -9.262 eV
**SMILES string**: CNC(C)=O.CNC(C)=O
**2S+1**: 1

Each atom is followed by the atoms it is bonded to, with distances in Å.
Element x y z (Å)
1 C 1.99439 -0.27501 -1.55291  N2 1.450, H6 1.057, H7 1.139, H8 1.101
2 N 2.35013 -0.94258 -0.31535  C1 1.450, C3 1.434, H9 0.988
3 C 1.70272 -0.40437 0.84538  N2 1.434, C4 1.472, O5 1.241
4 C 2.23478 -0.83154 2.14988  C3 1.472, H10 1.020, H11 1.078, H12 1.152
5 O 0.79661 0.40219 0.58219  C3 1.241
6 H 2.37479 -0.84114 -2.36043  C1 1.057
7 H 0.90149 -0.01151 -1.73401  C1 1.139
8 H 2.55065 0.65759 -1.73236  C1 1.101
9 H 3.20201 -1.43364 -0.22140  N2 0.988
10 H 2.93452 -0.28488 2.65250  C4 1.020
11 H 1.58279 -1.08825 2.96915  C4 1.078
12 H 2.86182 -1.74503 1.83485  C4 1.152
13 C -1.30902 2.30775 -0.39753  N14 1.571, H18 1.067, H19 1.096, H20 1.155
14 N -1.63369 0.79365 -0.66201  C13 1.571, C15 1.402, H21 1.038
15 C -2.76522 0.37297 0.05043  N14 1.402, C16 1.555, O17 1.222
16 C -2.95879 -1.13882 -0.25829  C15 1.555, H22 1.157, H23 1.083, H24 1.157
17 O -3.52422 1.13403 0.63124  C15 1.222
18 H -0.25338 2.25001 -0.25062  C13 1.067
19 H -1.53459 2.84981 -1.32249  C13 1.096
20 H -1.93292 2.62596 0.52139  C13 1.155
21 H -0.80378 0.19876 -0.47437  N14 1.038
22 H -3.64576 -1.41319 -1.14754  C16 1.157
23 H -1.98107 -1.49893 -0.55344  C16 1.083
24 H -3.14425 -1.68383 0.74571  C16 1.157

Which is the most stable structure? Q is the most stable.